Formula: C22H18BrN3O3
Source: the OMol25 dataset
Level of theory: ωB97M-V with the def2-TZVPD basis set

The geometry in XYZ format:
```
47
Properties=species:S:1:pos:R:3:forces:R:3:lowdin_charge:R:1
H 2.934647 3.633363 1.980647 0.1 0.1 0.0 0.123
H -4.377696 -1.341235 -3.538393 0.0 0.0 -0.1 0.113
C 0.114361 2.050332 2.946978 0.0 0.0 0.0 -0.095
N 4.489794 0.581226 0.766439 0.6 -0.1 0.1 0.149
C -1.728180 -1.283439 -3.183783 0.7 -0.2 -0.6 -0.094
C -2.739610 -0.971787 -2.201884 -0.5 0.2 0.6 -0.215
C -4.739289 -0.384924 -0.314174 0.4 -0.1 -0.2 -0.364
H 2.021665 1.364552 -0.064337 0.0 0.1 0.0 0.108
C 3.740724 0.097329 -0.297565 -0.4 -0.2 -0.5 -0.235
H -5.356066 0.129386 1.421694 0.0 -0.1 -0.2 0.047
H -6.119494 -0.819507 -1.868842 -0.1 0.0 -0.1 0.122
H 0.833740 0.453848 -1.986697 0.0 0.0 0.0 0.100
O 5.061347 1.692997 2.611300 0.0 0.1 0.1 0.097
C 2.262204 2.829721 2.242535 0.1 -0.1 -0.1 -0.023
H -0.065836 -0.055062 3.243254 0.0 -0.1 0.0 0.092
H 0.066460 -1.853616 -4.770998 0.2 0.1 0.3 0.160
H 4.113270 -2.143535 -2.816916 0.0 0.0 -0.1 0.121
C 1.897879 0.461628 2.583579 0.1 0.1 0.0 -0.221
C 2.379428 -0.935834 -2.516346 0.3 0.1 0.3 -0.141
H 1.755859 -1.572842 3.219952 0.0 -0.1 0.0 0.082
C -2.392444 -0.594890 -0.902716 -0.1 -0.1 -0.2 -0.062
C 0.589706 0.750787 2.947186 0.0 0.0 0.0 -0.059
C 3.658190 -1.391699 -2.190442 -0.2 0.1 -0.1 -0.008
C 1.771599 -1.486753 -3.744978 -0.1 -0.1 -0.1 -0.421
O -5.724890 -0.114867 0.557208 -0.2 0.1 0.2 0.045
H 3.412765 -0.999190 2.989714 0.1 -0.1 0.0 0.089
C 1.803335 0.058675 -1.730718 0.1 -0.1 -0.1 -0.014
C 4.324867 -0.890250 -1.097370 0.0 0.1 0.2 -0.010
H 5.312988 -1.253738 -0.853872 0.1 -0.1 0.0 0.114
C 2.475300 0.574623 -0.639627 0.1 0.1 0.1 0.000
C 0.951978 3.094956 2.595850 0.0 0.1 0.0 -0.073
H 0.591111 4.112228 2.607868 0.0 0.1 0.0 0.104
H -0.908421 2.244946 3.232649 -0.1 0.1 0.0 0.084
N -0.483934 -1.176473 -2.926930 -0.6 0.1 0.7 0.042
H 2.400927 -1.366846 1.591237 0.0 -0.1 0.0 0.082
Br -2.906875 0.195145 1.794755 -0.1 -0.1 -0.3 0.832
C -5.073457 -0.761523 -1.615048 -0.1 0.1 0.4 -0.001
H -2.082734 -1.619267 -4.165888 0.1 0.0 0.0 0.127
C 2.397685 -0.951430 2.600211 0.0 0.0 0.0 -0.020
C -4.093609 -1.050570 -2.538253 0.4 0.0 0.1 -0.030
C 4.168310 1.293752 1.893398 0.1 -0.1 -0.1 -0.433
H 5.482210 0.373961 0.713352 -0.2 0.1 0.1 0.158
N 0.402162 -1.487242 -3.873351 -0.2 -0.4 -1.2 0.050
C 2.730120 1.520657 2.212180 -0.3 0.2 0.3 -0.145
H -1.350618 -0.536374 -0.630415 0.1 0.0 0.1 0.106
C -3.381361 -0.311764 0.010969 -0.1 0.1 0.3 -0.556
O 2.429907 -1.940354 -4.661547 0.1 0.0 0.0 0.069
```
Forces are in eV/Å.

Properties
Relative energy (zero: lowest compared OMol25 entry of this formula, charge and spin) (kJ/mol): 0.0
Gap between HOMO and LUMO (eV): 8.42
Structure (SMILES): Cc1ccccc1C(=O)Nc1ccc(C(=O)N/N=C/c2ccc(O)c(Br)c2)cc1
Total charge: 0
Calculated total energy (eV): -103761.9241